2 unconnected molecules or ions with the total composition C4H8N3, computed with wB97M-V/def2-TZVPD.

Calculated values
charge: +1
frontier orbital gap (alpha / beta): 8.76 / 8.46 eV
ΔE to the lowest compared entry with this formula, charge and spin: 7.512 eV
maximum force: 3.77 eV/Å
E_LUMO (alpha / beta): -5.8 / -6.2 eV

Geometry as XYZ:
```
15
Properties=species:S:1:pos:R:3:forces:R:3
C -0.727 -3.063 -2.172 -0.9 -0.1 1.1
C 0.220 -0.081 0.279 -0.3 1.0 -2.4
C 1.328 -0.866 0.818 -3.6 -1.0 0.0
C -0.770 2.219 0.184 -2.0 0.7 1.6
N 0.149 1.220 0.267 2.4 -1.6 0.4
N -0.988 -2.344 -1.304 0.3 -1.4 -1.2
N -0.582 -0.502 -0.699 3.1 -0.6 0.9
H -0.707 -3.932 -2.836 0.3 0.8 0.2
H 2.003 -0.190 1.164 2.7 1.3 0.5
H 0.789 -1.188 1.688 0.2 -1.1 1.2
H 1.492 -1.716 0.179 0.8 0.0 -0.1
H -1.764 1.773 0.084 -0.4 0.4 0.3
H -0.606 2.873 -0.647 0.4 0.6 -0.2
H -0.730 2.745 1.196 -0.2 -0.2 -1.3
H -1.327 0.019 -0.994 -2.7 1.2 -0.9
```
Forces are in eV/Å.

=====

A gas-phase ion, C4H8N3 (charge +1), computed with wB97M-V/def2-TZVPD.

Calculated values
charge: +1
frontier orbital gap: 8.09 eV
SMILES: CN=[N+]=C1CNC1
ΔE to the lowest compared entry with this formula, charge and spin: 6.650 eV
maximum force: 4.05 eV/Å
E_LUMO: -5.8 eV

Geometry as XYZ:
```
15
Properties=species:S:1:pos:R:3:forces:R:3
C -1.107 0.466 2.806 1.1 3.7 -1.0
N -1.104 0.268 1.395 -1.4 0.9 -0.9
N -0.365 -0.346 0.684 0.0 1.0 1.5
C 0.164 -0.350 -0.439 1.3 -0.3 -0.7
C 0.783 0.744 -1.266 0.0 1.6 0.8
N 0.842 -0.097 -2.428 2.7 -2.9 -0.5
C 0.340 -1.264 -1.557 -2.5 0.5 -3.0
H -1.215 1.608 3.075 -0.5 -1.8 -1.3
H -0.174 0.347 3.235 1.6 -1.7 1.4
H -1.998 0.021 3.063 -1.7 -1.3 1.6
H -0.037 1.442 -1.391 -0.2 0.8 0.0
H 1.673 1.304 -0.942 -0.2 -0.4 0.1
H 1.864 -0.343 -2.750 -2.6 0.9 0.8
H 0.936 -2.104 -1.484 1.8 -1.5 0.6
H -0.601 -1.697 -2.002 0.4 0.6 0.7
```
Forces are in eV/Å.

=====

A gas-phase ion, C4H8N3 (charge +1), computed with wB97M-V/def2-TZVPD.

Calculated values
charge: +1
frontier orbital gap: 8.28 eV
SMILES: C=N/N=C\[NH+]=C\C
ΔE to the lowest compared entry with this formula, charge and spin: 5.278 eV
maximum force: 4.56 eV/Å
E_LUMO: -5.0 eV

Geometry as XYZ:
```
15
Properties=species:S:1:pos:R:3:forces:R:3
C 0.726 2.155 1.757 2.4 -1.0 1.3
N -0.366 2.043 1.184 -2.1 -1.0 1.2
N -1.070 2.326 0.178 0.5 -0.1 -1.0
C -1.396 1.573 -0.824 0.1 1.9 0.8
N -0.878 0.267 -1.040 -0.3 1.7 3.1
C -0.380 -0.534 -0.189 0.3 -1.3 2.7
C 0.321 -1.814 -0.361 -3.3 -2.3 -2.1
H 1.021 1.785 2.825 -1.5 0.8 -1.8
H 1.606 2.400 1.189 0.4 0.6 -0.3
H -1.887 2.155 -1.626 0.1 -1.3 0.4
H -0.796 0.052 -1.948 0.4 -1.2 -4.4
H -0.488 -0.392 0.915 -0.2 0.9 -1.2
H 0.513 -2.187 -1.410 -0.2 0.7 1.1
H -0.387 -2.622 0.164 1.6 1.6 -1.0
H 1.202 -1.769 0.179 1.9 -0.1 1.2
```
Forces are in eV/Å.

=====

A molecular structure, C4H8N3, computed with wB97M-V/def2-TZVPD.

Calculated values
charge: +1
frontier orbital gap (alpha / beta): 7.09 / 6.90 eV
2S+1: 3
ΔE to the lowest compared entry with this formula, charge and spin: 4.481 eV
maximum force: 7.98 eV/Å
E_LUMO (alpha / beta): -4.2 / -7.8 eV

Geometry as XYZ:
```
15
Properties=species:S:1:pos:R:3:forces:R:3
C 3.039 -0.996 -0.691 -4.7 0.1 -0.8
C -1.827 0.972 0.362 2.2 -1.3 0.9
C -0.297 1.092 -0.072 -2.7 2.5 0.3
C -1.613 -0.558 0.526 -2.1 1.2 0.2
N 0.706 -1.285 -0.070 -7.6 -2.5 0.2
N 1.829 -0.987 -0.328 6.3 2.4 0.4
N -0.295 -0.259 0.261 5.3 -2.6 -0.5
H 3.226 -0.876 -1.687 0.6 -0.5 -3.1
H 3.799 -0.854 -0.079 3.3 0.7 3.3
H -1.910 1.305 1.327 -0.6 1.5 2.2
H -2.592 1.278 -0.236 -1.8 1.0 -1.9
H -0.305 1.449 -1.116 0.8 -0.8 0.0
H 0.304 1.796 0.557 -0.1 -0.9 -0.5
H -1.954 -0.959 1.499 0.8 -0.2 -0.3
H -2.110 -1.118 -0.254 0.2 -0.7 -0.4
```
Forces are in eV/Å.

=====

A gas-phase ion, C4H8N3O (charge +1), computed with wB97M-V/def2-TZVPD.

Calculated values
charge: +1
frontier orbital gap (alpha / beta): 7.45 / 6.18 eV
2S+1: 3
ΔE to the lowest compared entry with this formula, charge and spin: 2.681 eV
maximum force: 5.66 eV/Å
E_LUMO (alpha / beta): -3.4 / -7.3 eV

Geometry as XYZ:
```
16
Properties=species:S:1:pos:R:3:forces:R:3
C 0.617 1.808 0.250 -1.5 -1.6 1.6
C 2.250 0.334 -0.698 -1.2 0.3 0.1
C -0.321 0.887 0.968 -0.9 3.2 3.0
C -1.312 0.012 0.542 1.8 1.0 -0.3
N 1.583 1.441 -0.559 0.3 2.1 -0.8
N 1.955 -0.640 0.122 -1.6 -1.6 3.4
N -1.510 -0.136 -0.736 -3.7 -4.2 0.5
O 2.425 -1.905 0.518 0.5 -0.3 -0.5
H 0.425 2.833 0.624 0.7 -0.4 -0.7
H 2.832 0.243 -1.550 1.6 -0.5 -1.2
H -1.869 -0.409 1.324 -1.0 -1.3 0.4
H -0.694 1.266 2.042 1.5 -0.7 -2.1
H -2.295 -0.865 -0.969 2.1 2.3 -0.3
H 1.154 -0.363 0.805 2.3 -1.1 -1.1
H -1.215 0.593 -1.312 0.6 1.0 -1.7
H 3.347 -2.246 0.276 -1.4 1.8 -0.3
```
Forces are in eV/Å.

=====

2 unconnected molecules or ions with the total composition C4H8N3O, computed with wB97M-V/def2-TZVPD.

Calculated values
charge: +1
frontier orbital gap (alpha / beta): 7.28 / 6.15 eV
2S+1: 3
ΔE to the lowest compared entry with this formula, charge and spin: 2.363 eV
maximum force: 4.13 eV/Å
E_LUMO (alpha / beta): -3.2 / -8.6 eV

Geometry as XYZ:
```
16
Properties=species:S:1:pos:R:3:forces:R:3
C 0.762 1.519 -0.019 0.3 -2.5 1.6
C -2.806 -0.303 -0.044 0.3 0.2 0.4
C 1.496 -0.494 1.126 -2.7 -0.7 1.5
C 1.046 -0.695 -1.142 0.2 0.4 -1.7
N 0.853 2.705 -0.010 -0.7 3.1 -2.6
N -3.918 -0.612 0.208 0.8 0.1 0.9
N 1.055 0.268 -0.019 1.0 -2.7 -1.1
O -1.681 0.021 -0.084 0.5 0.0 -0.3
H 0.781 -1.393 1.125 1.5 0.9 0.3
H 2.521 -0.772 0.907 0.2 -0.1 0.5
H 1.260 0.047 2.050 0.8 0.0 -0.2
H 0.538 -0.219 -1.999 0.4 -0.5 0.4
H 2.053 -1.140 -1.422 -0.8 1.0 0.4
H 0.492 -1.543 -0.747 -0.3 0.1 -0.4
H 0.272 3.423 0.355 0.2 1.1 1.4
H -4.723 -0.813 -0.285 -1.6 -0.4 -1.0
```
Forces are in eV/Å.